[1]
Formula: C3H9N2O
Source: OMol25
Level of theory: ωB97M-V/def2-TZVPD

As for the lowest unoccupied orbital energy: -4.84 eV. The total energy comes out at -304.05856 a.u. The HOMO-LUMO gap is 9.05 eV. Its SMILES is C[NH2+][C@H](C)N=O. As for the spin multiplicity: 1. Its total charge is +1.

Positions of all 15 atoms, in Å:
O  -0.86  -2.09  1.51
N  0.18  0.94  0.01
N  -0.67  -0.93  1.31
C  -1.22  -0.85  -1.17
C  -0.24  -0.50  -0.08
C  1.49  1.18  0.72
H  1.59  2.01  1.27
H  -0.92  -0.34  -1.99
H  -1.38  -1.92  -1.45
H  1.59  0.49  1.57
H  -2.11  -0.43  -0.91
H  0.86  -0.95  -0.19
H  2.26  0.98  -0.07
H  -0.64  1.23  0.48
H  0.07  1.19  -0.97

=====

[2]
Formula: C31H53Cl2N2O3RbSSi2Te
Source: OMol25
Level of theory: ωB97M-V/def2-TZVPD

As for the lowest unoccupied orbital energy: 3.66 eV. The total energy comes out at -3738.01917 a.u. The HOMO-LUMO gap is 5.07 eV. As for the spin multiplicity: 1. Its total charge is -2.

Positions of all 96 atoms, in Å:
Te  2.21  -2.17  2.80
Rb  0.78  0.69  0.97
Cl  0.57  5.44  1.49
Cl  -1.41  5.32  6.50
S  -1.65  -1.81  -0.53
Si  -1.14  3.75  -3.30
Si  -3.37  3.20  -1.13
O  1.41  2.71  2.10
O  0.75  0.26  3.47
O  -1.10  -0.83  0.43
N  1.83  -1.57  -1.22
N  -1.10  -0.12  -2.36
C  0.50  3.05  -3.99
C  5.50  -1.77  2.64
C  1.98  -2.30  -2.48
C  0.30  2.49  4.21
C  0.71  3.20  3.01
C  -3.41  -2.62  1.31
C  1.31  -1.59  -3.66
C  2.07  -5.48  2.53
C  -3.42  -1.37  -0.81
C  -4.31  -2.16  0.15
C  -2.32  3.76  -4.80
C  6.97  -6.56  2.60
C  -0.32  3.17  5.26
C  -2.18  -3.17  0.63
C  -0.64  4.50  5.16
C  -3.47  2.39  0.60
C  -1.78  2.76  -1.90
C  -0.19  -1.88  -3.84
C  0.26  4.57  2.96
C  -1.05  -0.61  -3.72
C  5.13  -3.22  2.62
C  5.86  -5.54  2.57
C  -4.85  2.54  -2.16
C  3.49  -4.99  2.57
C  0.44  1.06  4.33
C  -0.74  5.61  -3.02
C  -0.38  5.21  3.99
C  3.77  -3.61  2.62
C  -3.88  5.03  -0.83
C  6.14  -4.18  2.60
C  4.53  -5.92  2.54
H  -0.53  -2.59  -3.09
H  -3.12  -1.76  1.92
H  0.34  2.15  -4.59
H  5.17  -1.28  1.72
H  1.47  -0.52  -3.54
H  -5.81  2.79  -1.71
H  -2.53  2.74  -5.13
H  1.54  -5.17  3.44
H  -4.83  3.00  -3.16
H  1.84  -1.89  -4.57
H  0.86  -1.59  -0.92
H  2.35  -2.03  -0.48
H  2.03  -6.57  2.44
H  -0.15  0.03  -2.01
H  -2.39  -4.06  0.04
H  -3.13  3.09  1.37
H  7.17  -3.85  2.61
H  -1.91  4.32  -5.64
H  -4.49  2.06  0.86
H  7.50  -6.54  3.55
H  4.99  -1.26  3.46
H  -5.14  -1.55  0.51
H  6.58  -1.64  2.74
H  1.61  -3.34  -2.43
H  -0.08  5.72  -2.15
H  -3.45  -0.30  -0.64
H  0.17  0.67  5.33
H  -3.28  4.22  -4.53
H  -0.58  2.62  6.16
H  -4.72  -3.04  -0.35
H  -4.82  5.12  -0.28
H  -2.82  1.52  0.64
H  -4.80  1.46  -2.30
H  -0.26  6.09  -3.87
H  -3.64  -1.57  -1.86
H  7.71  -6.36  1.81
H  1.01  3.78  -4.63
H  -3.99  5.55  -1.78
H  6.57  -7.56  2.45
H  -0.37  -2.32  -4.82
H  -2.08  -0.84  -4.04
H  -1.66  6.16  -2.79
H  1.19  2.80  -3.18
H  -0.68  6.25  3.89
H  -1.34  -3.35  1.31
H  -1.49  0.88  -2.34
H  -1.01  2.72  -1.11
H  -3.92  -3.35  1.95
H  -3.10  5.54  -0.26
H  3.06  -2.35  -2.69
H  4.29  -6.98  2.50
H  -0.66  0.14  -4.43
H  1.54  -5.03  1.69

=====

Asked for energy relative to the best compared isomer or geometry (same formula, charge and spin) across the records above, the calculation gives 120.35; 19.06 kcal/mol in order.